17 unconnected molecules or ions with the total composition C28H56Cl32NO4PS2. Source: the OMol25 dataset; level of theory: the ωB97M-V functional and the def2-TZVPD basis.

Calculated values
electronic energy	-471296.49100	eV
max |F|	0.121	Eh/bohr

```
! wB97M-V def2-TZVPD RIJCOSX def2/J DEFGRID3
* xyz 0 1
C -1.872 4.207 -0.446
C -1.903 3.184 -1.691
S -2.569 1.564 -1.089
C -1.467 0.176 -1.585
C -0.773 -0.615 -0.399
N -0.155 -1.816 -0.990
C 0.073 -2.788 -0.137
C -0.687 -4.168 -0.409
C 1.050 -2.784 1.096
O -1.570 -0.830 0.761
C -2.834 -1.389 0.486
O -3.127 -2.137 -0.449
P -4.214 -0.967 1.724
C -5.462 -2.380 1.632
C -3.292 -0.986 3.403
C -3.448 0.373 4.206
S 0.687 0.462 0.183
C 2.266 -0.034 -0.680
O 0.853 0.310 1.684
O 0.514 1.921 -0.102
H -2.763 3.945 0.214
H -0.954 4.049 0.206
H -1.918 5.286 -0.790
H -2.528 3.662 -2.497
H -0.845 3.088 -2.107
H -2.018 -0.548 -2.256
H -0.623 0.623 -2.212
H -1.404 -4.102 -1.272
H -1.226 -4.435 0.562
H 0.098 -4.990 -0.538
H 1.993 -2.186 0.956
H 0.489 -2.284 1.959
H 1.328 -3.816 1.468
H -6.055 -2.357 0.665
H -6.191 -2.407 2.492
H -4.886 -3.370 1.648
H -3.674 -1.897 3.944
H -2.177 -1.162 3.247
H -2.751 0.295 5.100
H -4.497 0.561 4.574
H -3.043 1.249 3.598
H 2.344 -1.144 -0.855
H 2.299 0.483 -1.692
H 3.145 0.268 -0.036
C -3.664 2.468 7.222
Cl -3.950 0.724 7.202
Cl -4.843 3.323 6.221
H -3.745 2.827 8.246
H -2.666 2.666 6.839
C -7.087 -0.776 9.036
Cl -7.371 -2.521 9.015
Cl -8.269 0.075 8.034
H -7.168 -0.418 10.060
H -6.088 -0.576 8.653
C 3.668 -5.855 1.946
Cl 1.973 -6.309 2.168
Cl 4.097 -5.806 0.231
H 3.828 -4.872 2.378
H 4.299 -6.585 2.447
C 5.284 2.702 0.039
Cl 5.425 1.837 -1.499
Cl 6.786 2.610 0.964
H 5.056 3.746 -0.164
H 4.482 2.256 0.623
C 0.063 4.536 -5.220
Cl 0.388 2.809 -5.020
Cl -1.598 4.933 -4.765
H 0.746 5.099 -4.588
H 0.217 4.805 -6.262
C 7.032 -3.207 1.746
Cl 7.388 -4.931 1.914
Cl 5.362 -2.848 2.201
H 7.702 -2.644 2.392
H 7.186 -2.914 0.710
C -5.561 2.954 -4.269
Cl -5.698 3.721 -2.681
Cl -3.875 2.607 -4.669
H -6.120 2.022 -4.261
H -5.970 3.624 -5.021
C -8.496 0.285 0.818
Cl -6.829 0.183 0.237
Cl -8.960 -1.174 1.704
H -8.586 1.143 1.480
H -9.160 0.405 -0.034
C -4.782 -5.047 4.097
Cl -5.263 -3.626 5.033
Cl -3.407 -4.692 3.034
H -4.497 -5.839 4.785
H -5.623 -5.370 3.491
C 6.013 3.587 -4.703
Cl 5.541 5.040 -3.813
Cl 7.374 3.913 -5.783
H 6.303 2.818 -3.991
H 5.167 3.245 -5.293
C -3.547 -8.263 2.541
Cl -3.221 -9.994 2.683
Cl -5.210 -7.878 3.003
H -2.866 -7.724 3.196
H -3.388 -7.955 1.510
C 7.786 7.981 -4.195
Cl 7.657 8.739 -2.604
Cl 9.470 7.621 -4.599
H 7.220 7.053 -4.191
H 7.381 8.659 -4.943
C 11.666 7.003 -7.598
Cl 11.347 8.386 -8.651
Cl 11.332 5.476 -8.425
H 12.712 7.021 -7.300
H 11.030 7.075 -6.720
C -6.852 4.161 -8.394
Cl -7.730 4.643 -6.936
Cl -5.321 3.374 -7.993
H -7.467 3.468 -8.962
H -6.647 5.047 -8.990
C 1.402 -9.422 -0.399
Cl 1.749 -11.149 -0.255
Cl -0.265 -9.061 0.063
H 2.076 -8.871 0.254
H 1.556 -9.116 -1.432
C 10.155 1.308 2.527
Cl 8.884 0.119 2.843
Cl 9.520 2.956 2.582
H 10.931 1.203 3.282
H 10.573 1.124 1.540
*
```

Here are the Mulliken charges for atoms 1 to 99, given in e:
1. C -0.9886
2. C 0.2628
3. S -0.1391
4. C -1.2250
5. C 0.4935
6. N -0.5606
7. C 0.7153
8. C -0.9991
9. C -0.2019
10. O -0.1062
11. C 0.5303
12. O -0.5716
13. P -0.0478
14. C -0.6093
15. C 0.1520
16. C -1.0588
17. S 1.3254
18. C -0.8672
19. O -0.7107
20. O -0.6364
21. H 0.2353
22. H 0.2157
23. H 0.3356
24. H 0.0551
25. H -0.0070
26. H 0.5219
27. H 0.4505
28. H 0.3123
29. H 0.0770
30. H 0.4003
31. H 0.1334
32. H 0.1441
33. H -0.1858
34. H 0.3640
35. H 0.2698
36. H 0.0267
37. H -0.0941
38. H 0.0957
39. H 0.3221
40. H 0.3810
41. H 0.1915
42. H 0.3540
43. H 0.3084
44. H 0.2011
45. C -0.2888
46. Cl -0.1353
47. Cl -0.1496
48. H 0.3237
49. H 0.2788
50. C 0.0653
51. Cl -0.1592
52. Cl -0.1468
53. H 0.2803
54. H -0.0368
55. C -0.1936
56. Cl -0.1613
57. Cl -0.1375
58. H 0.1350
59. H 0.3601
60. C -0.2116
61. Cl -0.1650
62. Cl -0.0786
63. H 0.3019
64. H 0.1806
65. C -0.3334
66. Cl -0.1521
67. Cl -0.0929
68. H 0.2449
69. H 0.3488
70. C -0.1162
71. Cl -0.1598
72. Cl -0.1230
73. H 0.1325
74. H 0.2679
75. C 0.0953
76. Cl -0.1751
77. Cl -0.0964
78. H 0.3114
79. H -0.1322
80. C -0.4042
81. Cl -0.0191
82. Cl -0.1657
83. H 0.2853
84. H 0.3103
85. C -0.6868
86. Cl -0.1272
87. Cl 0.0211
88. H 0.5082
89. H 0.2933
90. C -0.0252
91. Cl -0.1847
92. Cl -0.1537
93. H 0.0722
94. H 0.2671
95. C -0.1399
96. Cl -0.1620
97. Cl -0.1636
98. H 0.2162
99. H 0.2650



5 unconnected molecules or ions with the total composition C28H56Cl8F3N3O7P. Source: the OMol25 dataset; level of theory: the ωB97M-V functional and the def2-TZVPD basis.

Calculated values
electronic energy	-166363.67916	eV
max |F|	0.045	Eh/bohr

```
! wB97M-V def2-TZVPD RIJCOSX def2/J DEFGRID3
* xyz -1 1
C -3.214 -4.167 1.247
N -2.272 -3.106 1.585
C -1.814 -2.285 0.468
C -2.059 -0.756 0.648
C -3.558 -0.538 1.014
C -4.634 -1.222 0.143
C -5.911 -1.475 1.020
O -7.004 -0.633 0.598
O -1.332 -0.500 1.857
P -0.292 0.871 1.870
C -1.811 1.840 2.565
N -2.632 1.087 3.576
C 0.822 2.450 1.670
C 0.096 3.727 1.235
F 0.952 4.469 0.378
C 1.315 -0.088 1.420
C 1.361 -1.597 1.689
F 2.643 -1.922 2.241
C 0.261 0.736 3.710
O -0.083 -0.538 4.368
N 0.641 -0.672 5.551
O 1.050 -1.780 5.605
O -0.647 1.151 0.172
C -1.462 0.200 -0.471
C -2.477 0.920 -1.412
C -2.576 2.461 -1.211
C -1.455 3.248 -1.860
F -1.601 3.288 -3.262
C -0.529 -0.598 -1.448
C 0.378 0.301 -2.322
C 1.001 -0.650 -3.398
C 2.108 0.028 -4.238
C 2.934 -1.083 -4.978
C 2.101 -2.312 -5.326
O 2.808 -3.139 -6.306
C 2.019 -4.094 -6.839
C 1.000 -4.878 -6.022
O 2.153 -4.361 -7.981
H -3.170 -4.956 2.014
H -4.251 -3.775 1.291
H -3.021 -4.600 0.261
H -2.547 -2.565 2.393
H -2.293 -2.574 -0.489
H -0.754 -2.521 0.313
H -3.774 0.544 1.002
H -3.659 -0.825 2.066
H -4.373 -2.195 -0.283
H -5.009 -0.606 -0.685
H -5.722 -1.302 2.086
H -6.238 -2.511 0.847
H -7.164 0.001 1.307
H -2.529 2.150 1.788
H -1.527 2.779 3.098
H -2.366 1.356 4.519
H -3.594 1.392 3.458
H 1.588 2.253 0.911
H 1.381 2.684 2.592
H -0.030 4.376 2.118
H -0.896 3.599 0.797
H 1.468 0.054 0.338
H 2.223 0.336 1.870
H 0.622 -1.995 2.389
H 1.309 -2.197 0.766
H 1.341 0.846 3.827
H -0.167 1.527 4.346
H -3.511 0.563 -1.304
H -2.256 0.783 -2.480
H -2.753 2.717 -0.163
H -3.499 2.754 -1.746
H -0.463 2.837 -1.652
H -1.424 4.296 -1.526
H -1.143 -1.271 -2.067
H 0.185 -1.177 -0.846
H 1.143 0.813 -1.731
H -0.207 1.031 -2.901
H 0.156 -0.929 -4.040
H 1.371 -1.517 -2.829
H 2.751 0.698 -3.663
H 1.595 0.552 -5.056
H 3.692 -1.426 -4.254
H 3.435 -0.701 -5.875
H 1.911 -2.956 -4.462
H 1.159 -2.011 -5.811
H 1.403 -5.315 -5.100
H 0.671 -5.715 -6.644
H 0.092 -4.302 -5.798
C 4.596 0.706 6.130
Cl 2.962 0.339 5.570
Cl 4.610 1.153 7.847
H 5.220 -0.171 5.991
H 4.987 1.534 5.551
C 0.159 4.453 6.401
Cl 1.575 3.418 6.630
Cl -0.744 4.043 4.933
H -0.501 4.333 7.254
H 0.492 5.483 6.331
C 2.148 -0.423 -8.744
Cl 1.182 0.606 -7.676
Cl 2.762 0.480 -10.136
H 2.988 -0.818 -8.184
H 1.526 -1.237 -9.102
C 7.437 2.137 3.643
Cl 5.795 1.767 3.107
Cl 7.492 2.590 5.354
H 8.058 1.260 3.496
H 7.817 2.965 3.053
*
```

Here are the Mulliken charges for atoms 1 to 99, given in e:
1. C -0.8428
2. N -0.1874
3. C -1.9736
4. C 1.3131
5. C -1.6042
6. C -0.6396
7. C -0.8576
8. O -0.5974
9. O -0.4558
10. P 2.0696
11. C -0.8232
12. N -0.2840
13. C -1.1387
14. C 0.1748
15. F -0.4773
16. C -1.3817
17. C -0.2406
18. F -0.4927
19. C -0.6278
20. O -0.0970
21. N -0.0143
22. O -0.3571
23. O -0.1054
24. C 1.1958
25. C -0.4239
26. C -0.9221
27. C -0.1480
28. F -0.4118
29. C -1.4853
30. C -0.2920
31. C -0.8005
32. C -0.3949
33. C -0.6619
34. C -0.4667
35. O -0.4025
36. C 0.7021
37. C -0.9690
38. O -0.5606
39. H 0.3633
40. H 0.1258
41. H 0.3369
42. H 0.3240
43. H 0.7825
44. H 0.4047
45. H 0.2694
46. H 1.0621
47. H 0.5700
48. H 0.3099
49. H 0.3976
50. H 0.2429
51. H 0.3318
52. H 0.2816
53. H -0.5557
54. H 0.2661
55. H 0.2853
56. H 0.5965
57. H 0.4035
58. H 0.1903
59. H -0.1266
60. H 0.1398
61. H 0.9821
62. H 0.0386
63. H 0.2000
64. H -0.0791
65. H 0.5002
66. H -0.6201
67. H 0.8408
68. H 0.1787
69. H 0.7273
70. H -0.0271
71. H 0.4892
72. H 0.7016
73. H -0.1382
74. H 0.1804
75. H 0.2185
76. H 0.3653
77. H 0.3472
78. H 0.3638
79. H -0.0934
80. H 0.2658
81. H 0.3093
82. H 0.4249
83. H 0.4039
84. H 0.3466
85. H 0.3402
86. H 0.2666
87. C -0.1395
88. Cl 0.0475
89. Cl -0.1905
90. H 0.4069
91. H -0.0919
92. C -0.4828
93. Cl -0.0878
94. Cl -0.0088
95. H 0.3127
96. H 0.3275
97. C -0.0449
98. Cl -0.1314
99. Cl -0.1873



Q: What is the formula in the second record?
A: C28H56Cl8F3N3O7P



Q: electronic energy of number 2 (C28H56Cl8F3N3O7P)?
A: -166363.67916 eV



Q: The highest max |F| belongs to which entry?
A: C28H56Cl32NO4PS2